DFT (ωB97M-V/def2-TZVPD) results for a molecular structure, C13H20BN6OSe4Ti in a non-equilibrium geometry.

Last column: Mulliken charge in e.
Atoms and positions in Å:
Ti  -0.800  -0.758  -0.487  0.1698
C  -0.822  -0.969  3.778  -1.1230
C  -0.432  -1.506  2.554  -0.5946
N  -0.638  -0.619  1.581  0.9530
N  -1.150  0.483  2.147  0.0843
C  -1.279  0.295  3.469  -0.3190
B  -1.547  1.715  1.317  -0.0202
N  -0.418  2.044  0.323  -0.0443
C  0.109  3.239  0.008  -0.3288
C  0.864  3.092  -1.139  -1.1739
C  0.733  1.747  -1.477  -0.5995
N  -0.040  1.131  -0.586  1.0374
N  -2.714  1.292  0.415  0.0215
C  -3.903  1.877  0.222  -0.1877
C  -4.552  1.215  -0.800  -1.2292
C  -3.669  0.208  -1.186  -0.2867
N  -2.566  0.278  -0.445  0.6115
H  -0.792  -1.443  4.737  0.4561
H  -0.036  -2.491  2.360  0.5031
H  -1.678  1.055  4.111  0.4466
H  -1.811  2.641  2.001  -0.0956
H  -0.096  4.110  0.594  0.4691
H  1.424  3.831  -1.673  0.4551
H  1.150  1.221  -2.319  0.5246
H  -4.198  2.726  0.802  0.4657
H  -5.523  1.433  -1.197  0.4177
H  -3.790  -0.551  -1.943  0.4783
Se  -2.327  -2.865  0.162  -0.3700
Se  -0.179  -3.316  -0.575  -0.2483
Se  -0.471  -3.187  -2.918  -0.2346
Se  -0.979  -0.903  -3.068  -0.4648
C  2.417  -0.236  1.417  -0.9345
C  2.919  -0.414  -0.002  -0.5988
O  1.925  -1.008  -0.830  0.4819
C  2.467  -1.287  -2.127  -0.5020
C  3.299  -2.564  -2.190  -1.3078
H  3.213  0.164  2.038  0.5129
H  2.105  -1.195  1.827  0.1988
H  1.576  0.458  1.440  -0.0065
H  3.816  -1.049  0.008  0.4359
H  3.192  0.567  -0.423  0.3306
H  3.071  -0.431  -2.457  0.3905
H  1.617  -1.385  -2.806  0.2851
H  4.118  -2.555  -1.476  0.3173
H  2.674  -3.434  -2.000  0.2227
H  3.721  -2.659  -3.185  0.4004

Values from the calculation:
HOMO-LUMO gap (spin up / spin down): 7.30 / 7.44 eV
F_max: 2.8 eV/Å
calculated total energy: -11391.39415 a.u.
energy above the lowest of the compared OMol25 structures with the same formula, charge and spin: 8.23 kcal per mole
spin multiplicity: 2

DFT (ωB97M-V/def2-TZVPD) results for a molecular structure, C13H20ClN3O2Sn in a non-equilibrium geometry.

Last column: Mulliken charge in e.
Atoms and positions in Å:
Cl  -2.057  2.505  -1.462  -0.0881
C  -0.772  -1.995  -1.074  -0.7963
C  0.611  -2.295  -1.100  -0.3809
C  1.285  -1.273  -1.821  -0.9146
H  1.074  -3.209  -0.719  0.6219
C  0.340  -0.332  -2.300  0.8339
C  -0.964  -0.709  -1.727  -0.6513
H  -1.915  -0.256  -2.017  0.8517
H  -1.577  -2.650  -0.740  0.5222
H  2.353  -1.231  -2.044  0.4666
C  0.567  0.710  -3.333  -1.1638
Sn  -0.195  0.386  0.199  0.9539
C  2.193  1.474  0.892  0.1546
O  3.204  1.826  1.289  -0.0966
C  -2.008  1.826  0.208  0.3349
O  -2.747  2.170  1.082  -0.3108
H  1.519  1.234  -3.169  0.3744
H  -0.238  1.451  -3.354  0.2604
H  0.613  0.240  -4.329  0.3618
C  -2.887  -1.796  3.595  -1.0618
N  -1.474  -1.576  3.878  0.0933
C  -0.964  -2.007  5.175  -0.8500
C  -0.634  -1.205  2.901  0.5383
N  -1.106  -1.022  1.667  -0.4395
N  0.704  -1.033  3.206  0.2184
C  1.167  -0.098  4.230  -1.0797
C  1.739  -1.699  2.423  -0.8614
H  -3.352  -2.095  4.534  0.3022
H  -3.035  -2.600  2.856  0.4261
H  -3.365  -0.871  3.237  0.3989
H  -0.110  -2.692  5.050  0.3288
H  -0.664  -1.146  5.787  0.3039
H  -1.778  -2.528  5.679  0.3609
H  -2.097  -1.270  1.608  0.1410
H  1.724  -0.643  5.014  0.3529
H  1.835  0.652  3.772  0.2784
H  0.310  0.431  4.672  0.3920
H  1.274  -2.432  1.751  0.2623
H  2.326  -0.980  1.827  0.1985
H  2.415  -2.239  3.112  0.3627

Values from the calculation:
HOMO-LUMO gap (spin up / spin down): 5.26 / 5.26 eV
F_max: 3.7 eV/Å
net charge: +2
calculated total energy: -1495.87520 a.u.
energy above the lowest of the compared OMol25 structures with the same formula, charge and spin: 2.54 kcal per mole

DFT (ωB97M-V/def2-TZVPD) results for a molecular structure, C13H20F4MgN2OSi.

Last column: Mulliken charge in e.
Atoms and positions in Å:
Mg  1.598  -0.177  0.464  0.7116
C  2.264  0.860  3.237  -1.2967
N  1.071  0.089  2.902  1.1366
C  1.132  -1.211  3.526  -1.3453
C  -0.172  0.807  3.094  -1.0929
C  -0.397  1.799  1.941  -0.9253
N  -0.243  1.097  0.686  -0.3341
C  -1.352  0.540  0.176  0.6541
C  -1.362  -0.848  -0.130  0.0855
F  -0.336  -1.595  0.366  -0.5548
C  -2.437  -1.501  -0.670  0.2724
F  -2.383  -2.839  -0.863  -0.3743
C  -3.607  -0.827  -0.994  -0.7672
C  -3.640  0.520  -0.689  0.2957
F  -4.761  1.232  -0.984  -0.3788
C  -2.575  1.183  -0.119  0.5875
F  -2.705  2.513  0.117  -0.3822
H  2.371  0.962  4.337  0.3025
H  3.105  0.350  2.718  0.3405
H  2.194  1.861  2.807  0.2470
H  1.125  -1.148  4.633  0.3348
H  0.283  -1.821  3.208  0.2709
H  2.056  -1.689  3.192  0.3458
H  -0.991  0.079  3.069  0.3953
H  -0.210  1.320  4.077  0.3438
H  -1.382  2.266  2.078  0.3949
H  0.342  2.605  2.007  0.3917
H  -4.441  -1.323  -1.466  0.4137
C  0.756  -2.040  -3.225  -1.2208
Si  1.003  -0.312  -2.384  0.2705
C  -0.436  0.655  -3.255  -1.2409
C  2.491  0.328  -3.435  -1.3646
H  0.697  -1.953  -4.321  0.3224
H  -0.163  -2.527  -2.879  0.2376
H  1.591  -2.705  -2.981  0.2921
H  -0.394  0.536  -4.348  0.4140
H  -0.381  1.725  -3.028  0.2499
H  -1.418  0.302  -2.919  0.2445
H  2.328  0.186  -4.514  0.3263
H  3.406  -0.197  -3.148  0.2791
H  2.662  1.395  -3.255  0.2853
O  3.310  -0.497  0.971  -1.1684

Values from the calculation:
HOMO-LUMO gap: 4.51 eV
F_max: 0.6 eV/Å
net charge: -2
calculated total energy: -1581.09199 a.u.

DFT (ωB97M-V/def2-TZVPD) results for a molecular structure, C13H20IN4O8PtS3.

Last column: Mulliken charge in e.
Atoms and positions in Å:
Pt  1.483  1.138  -1.256  2.5706
O  4.812  -0.504  -1.709  -0.5208
S  4.130  0.707  -1.426  1.2181
O  4.911  1.901  -1.286  -0.6481
O  3.135  0.555  -0.227  -0.7397
O  2.977  0.951  -2.501  -0.4005
N  3.963  3.658  0.714  -0.3001
C  2.677  3.392  0.675  0.6923
N  1.923  3.228  1.735  -0.2621
S  1.881  3.385  -0.914  -0.3450
H  4.460  3.716  1.589  0.2245
H  4.497  3.539  -0.142  0.2764
H  2.324  3.234  2.662  0.2036
H  0.911  2.965  1.584  0.2059
I  3.875  -3.890  -2.264  0.1892
C  2.421  -2.447  -2.583  -0.5372
C  2.231  -1.921  -3.869  -0.2869
C  1.275  -0.957  -4.109  -0.8179
C  0.491  -0.487  -3.062  0.2544
C  0.656  -1.029  -1.770  -0.8392
C  1.622  -2.027  -1.545  0.0620
C  -0.394  0.715  -3.240  0.3635
O  -1.260  0.803  -4.058  -0.5695
O  -0.076  1.677  -2.370  -0.8255
H  2.858  -2.268  -4.679  0.4243
H  1.152  -0.532  -5.096  0.4979
H  -0.117  -0.860  -1.029  1.0373
H  1.731  -2.462  -0.561  0.3737
C  -3.366  -3.296  1.447  -0.9915
C  -2.711  -2.493  2.557  -0.4672
N  -1.514  -1.772  2.093  -0.1577
C  -1.367  -0.494  1.782  0.8161
S  0.320  0.038  1.524  -0.0187
N  -2.264  0.450  1.670  -0.0549
C  -3.724  0.350  1.484  -0.4088
C  -4.480  0.822  2.712  -1.1402
H  -4.226  -3.836  1.843  0.3388
H  -2.670  -4.030  1.040  0.3554
H  -3.706  -2.664  0.627  0.2829
H  -2.374  -3.156  3.353  0.4017
H  -3.388  -1.776  3.016  0.0939
H  -0.678  -2.329  1.995  0.2669
H  -1.840  1.374  1.440  0.3870
H  -3.988  -0.667  1.209  0.1134
H  -3.954  0.979  0.624  0.4072
H  -4.295  0.177  3.573  0.2725
H  -5.549  0.822  2.507  0.3911
H  -4.187  1.836  2.980  0.3558
O  -0.027  1.136  0.330  -0.8401
O  -0.559  2.347  0.930  -0.9049

Values from the calculation:
HOMO-LUMO gap: 6.47 eV
F_max: 0.5 eV/Å
net charge: +1
calculated total energy: -2939.53873 a.u.
energy above the lowest of the compared OMol25 structures with the same formula, charge and spin: 0.00 kcal per mole

DFT (ωB97M-V/def2-TZVPD) results for a molecular structure, C13H20IrN8OS.

Last column: Mulliken charge in e.
Atoms and positions in Å:
Ir  0.066  -0.593  -0.761  0.9739
N  -2.676  0.790  -2.126  -0.2582
C  -1.618  1.479  -2.565  0.6570
N  -1.831  2.546  -3.322  -0.6935
C  -0.741  3.175  -3.752  0.4387
N  -0.898  4.271  -4.497  -0.3301
N  0.532  2.795  -3.487  -0.6013
C  0.634  1.736  -2.725  -0.0155
N  -0.384  1.029  -2.222  -0.5126
C  1.990  1.253  -2.371  0.9050
C  3.131  1.897  -2.813  -0.4795
C  4.365  1.394  -2.430  -0.4455
C  4.413  0.272  -1.619  -0.6843
C  3.222  -0.312  -1.219  -0.0009
N  2.037  0.167  -1.594  -0.2337
H  -3.591  1.161  -2.314  0.2705
H  -2.543  0.035  -1.475  0.0555
H  -1.824  4.547  -4.772  0.2530
H  -0.089  4.718  -4.888  0.2443
H  3.034  2.772  -3.438  0.4844
H  5.278  1.872  -2.758  0.4417
H  5.355  -0.150  -1.299  0.3922
H  3.205  -1.187  -0.581  0.4269
O  0.110  0.327  0.814  -0.6849
C  -3.415  -1.263  3.766  -1.0134
C  -2.750  -2.521  3.236  -0.5268
N  -2.259  -2.353  1.862  -0.0862
C  -1.025  -2.472  1.402  0.4352
S  -0.818  -2.703  -0.336  -0.4469
N  0.051  -2.447  2.176  -0.1790
C  0.248  -1.670  3.412  -0.1118
C  1.591  -0.963  3.341  -1.4480
H  -3.795  -1.440  4.771  0.3349
H  -4.258  -0.974  3.137  0.3376
H  -2.717  -0.427  3.800  0.2760
H  -3.460  -3.349  3.217  0.3838
H  -1.921  -2.834  3.862  0.3060
H  -2.964  -2.300  1.142  0.2607
H  0.903  -2.647  1.672  0.2994
H  0.203  -2.331  4.279  0.4075
H  -0.556  -0.940  3.480  0.0842
H  2.406  -1.684  3.255  0.4112
H  1.754  -0.392  4.254  0.4005
H  1.607  -0.282  2.488  0.2720

Values from the calculation:
HOMO-LUMO gap (spin up / spin down): 7.05 / 8.40 eV
F_max: 0.4 eV/Å
net charge: +1
calculated total energy: -1522.98922 a.u.
energy above the lowest of the compared OMol25 structures with the same formula, charge and spin: 0.00 kcal per mole
spin multiplicity: 5

> Which of these has the highest calculated total energy?

C13H20ClN3O2Sn